{
  "formula": "C33H24O6",
  "method": "the ωB97M-V functional and the def2-TZVPD basis",
  "elements": ["O", "C", "C", "C", "C", "C", "C", "C", "C", "O", "C", "C", "C", "C", "C", "C", "H", "H", "H", "H", "H", "H", "H", "H", "O", "C", "C", "C", "C", "C", "C", "C", "C", "O", "C", "C", "C", "C", "C", "C", "H", "H", "H", "H", "H", "H", "H", "H", "C", "C", "C", "C", "O", "C", "O", "H", "H", "H", "H", "H", "H", "H", "H"],
  "xyz": [[-2.57187, -2.12776, 1.12305], [-2.49175, -2.90842, 0.19615], [-1.91873, -4.26832, 0.39013], [-1.49295, -4.65197, 1.65550], [-0.99067, -5.92566, 1.85838], [-0.91243, -6.82310, 0.79807], [-1.32145, -6.44085, -0.46795], [-1.82081, -5.16219, -0.67863], [-2.24067, -4.76070, -2.05024], [-2.10692, -5.51844, -2.98881], [-2.83357, -3.40735, -2.23908], [-3.26430, -3.02497, -3.50284], [-3.84423, -1.78176, -3.68822], [-3.99705, -0.91412, -2.61120], [-3.55816, -1.28543, -1.35216], [-2.97120, -2.53006, -1.16127], [-1.55968, -3.95390, 2.47896], [-0.66276, -6.22436, 2.84554], [-0.52968, -7.82208, 0.96151], [-1.25688, -7.13480, -1.29489], [-3.14817, -3.70289, -4.33740], [-4.18254, -1.48690, -4.67305], [-4.45871, 0.05383, -2.75697], [-3.67311, -0.61109, -0.51413], [1.41457, 2.87545, 0.18804], [2.48294, 2.90385, -0.38920], [2.55157, 2.80474, -1.87302], [1.37397, 2.70057, -2.60251], [1.42043, 2.64265, -3.98460], [2.64392, 2.68981, -4.64525], [3.82118, 2.77834, -3.92254], [3.78095, 2.83072, -2.53532], [5.05771, 2.90770, -1.77182], [6.12747, 2.87726, -2.34413], [4.98707, 3.02811, -0.28896], [6.16402, 3.13676, 0.44023], [6.11365, 3.27936, 1.81622], [4.88638, 3.31470, 2.47071], [3.71099, 3.19424, 1.74998], [3.75554, 3.04591, 0.36948], [0.42391, 2.66888, -2.08675], [0.50187, 2.56512, -4.55165], [2.67707, 2.65549, -5.72640], [4.77388, 2.80967, -4.43336], [7.11649, 3.11340, -0.07142], [7.03173, 3.36730, 2.38243], [4.84931, 3.43507, 3.54558], [2.75612, 3.21850, 2.25735], [-2.82711, -0.22167, 3.90773], [-2.14360, 1.09483, 3.61558], [-1.82423, 1.47236, 2.17359], [-1.24036, 2.86132, 2.47112], [-2.07253, 3.36118, 3.51074], [-2.88960, 2.36281, 3.95346], [-3.92335, 2.52107, 4.40975], [-3.45780, -0.08324, 4.77473], [-2.09561, -0.96019, 4.19217], [-3.39023, -0.61168, 3.07632], [-1.18781, 1.09431, 4.13888], [-2.80194, 1.71593, 1.75454], [-1.23816, 0.80531, 1.57027], [-0.24092, 2.68904, 2.85251], [-1.21449, 3.51280, 1.62107]],
  "mulliken_charge": [-0.603, 0.442, 0.149, -0.470, -0.568, -0.446, -0.626, 0.333, 0.499, -0.671, 0.338, -0.632, -0.468, -0.623, -0.548, 0.172, 0.541, 0.411, 0.394, 0.470, 0.476, 0.407, 0.436, 0.568, -0.646, 0.487, 0.152, -0.552, -0.544, -0.475, -0.592, 0.311, 0.514, -0.672, 0.395, -0.675, -0.413, -0.642, -0.349, 0.085, 0.510, 0.412, 0.399, 0.472, 0.474, 0.390, 0.418, 0.545, -1.322, 0.385, -0.791, -0.273, -0.395, 0.488, -0.494, 0.343, 0.355, 0.179, 0.261, 0.276, 0.442, 0.222, 0.340],
  "homo_ev": -9.9357,
  "total_energy_ev": -46896.2892,
  "homo_lumo_gap_ev": 8.811,
  "e_lumo_ha": -0.0413
}